Molecular formula: C27H40Cl6F2O9
Method: DFT, wB97M-V/def2-TZVPD

The strongest force on any atom is 4.283 eV Å⁻¹. Its gap between HOMO and LUMO is 9.7 eV. Its structure (SMILES) is CCOC(=O)OC.CCOC(=O)OC.CCOC(=O)OC.Fc1ccccc1.Fc1ccccc1.ClCCl.ClCCl.ClCCl. For the energy relative to the best compared isomer or geometry (same formula, charge and spin), the calculation gives 0.0 kcal/mol. Its HOMO energy is -9.292 eV. As for the LUMO energy: 0.390 eV.

The geometry in ORCA input format:
```
! wB97M-V def2-TZVPD RIJCOSX def2/J DEFGRID3
* xyz 0 1
C -2.827 3.043 -1.574
C -3.313 1.942 -0.666
O -3.451 2.507 0.665
C -2.397 2.625 1.427
O -1.264 2.378 1.143
O -2.800 3.162 2.560
C -1.802 3.512 3.467
H -2.659 2.685 -2.593
H -1.897 3.446 -1.177
H -3.566 3.834 -1.701
H -2.609 1.115 -0.566
H -4.303 1.618 -0.977
H -1.919 2.932 4.385
H -2.010 4.517 3.842
H -0.779 3.403 3.130
C -1.370 -5.886 -4.221
C -1.177 -4.520 -3.564
O -2.402 -4.240 -2.792
C -2.485 -3.030 -2.265
O -1.724 -2.167 -2.431
O -3.527 -2.995 -1.446
C -3.996 -1.700 -1.041
H -2.241 -5.787 -4.873
H -1.427 -6.716 -3.524
H -0.532 -6.094 -4.892
H -1.061 -3.780 -4.354
H -0.366 -4.582 -2.833
H -5.017 -1.853 -0.689
H -3.995 -1.000 -1.878
H -3.453 -1.243 -0.213
C 4.671 -2.342 -2.160
C 3.600 -1.934 -3.143
O 3.174 -0.584 -2.877
C 3.908 0.443 -3.292
O 4.939 0.397 -3.902
O 3.196 1.561 -3.078
C 3.718 2.793 -3.519
H 4.868 -3.399 -2.383
H 4.295 -2.289 -1.139
H 5.633 -1.843 -2.226
H 2.675 -2.487 -2.975
H 3.859 -2.065 -4.194
H 3.018 3.529 -3.144
H 3.729 2.930 -4.601
H 4.705 2.996 -3.110
F -1.360 -1.881 7.791
C -1.691 -1.987 6.489
C -0.926 -1.259 5.588
C -1.353 -1.171 4.274
C -2.429 -1.940 3.835
C -3.209 -2.627 4.756
C -2.824 -2.648 6.091
H -0.051 -0.710 5.909
H -0.733 -0.687 3.524
H -2.765 -1.903 2.804
H -4.057 -3.188 4.387
H -3.459 -3.093 6.849
F 3.033 4.030 -0.981
C 2.578 4.515 0.212
C 3.390 5.333 0.971
C 2.943 5.639 2.259
C 1.716 5.205 2.707
C 0.982 4.284 1.971
C 1.376 4.018 0.667
H 4.345 5.614 0.551
H 3.609 6.330 2.768
H 1.331 5.480 3.682
H 0.016 3.909 2.275
H 0.780 3.366 0.040
Cl 1.777 -4.499 2.403
C 1.375 -3.065 3.349
Cl 1.405 -3.474 5.071
H 2.090 -2.266 3.192
H 0.411 -2.693 3.039
Cl -0.679 -1.623 0.400
C 0.630 -0.482 0.098
Cl 2.186 -1.238 0.447
H 0.584 -0.152 -0.936
H 0.518 0.455 0.639
Cl 0.069 1.135 -3.182
C 0.123 -0.215 -4.338
Cl 0.961 0.188 -5.820
H 0.591 -1.050 -3.833
H -0.903 -0.487 -4.553
*
```



Molecular formula: C27H40FN7O3Ti
Method: DFT, wB97M-V/def2-TZVPD

The strongest force on any atom is 0.677 eV Å⁻¹. Its gap between HOMO and LUMO (alpha / beta) is 5.3 / 8.1 eV. For the energy relative to the best compared isomer or geometry (same formula, charge and spin), the calculation gives 20.8 kcal/mol. Its HOMO energy (alpha / beta) is -9.564 / -12.360 eV. As for the LUMO energy (alpha / beta): -4.214 / -4.224 eV.

The geometry in ORCA input format:
```
! wB97M-V def2-TZVPD RIJCOSX def2/J DEFGRID3
* xyz 2 3
Ti -1.195 0.204 -1.826
N -1.031 2.458 -1.658
C 0.156 3.069 -2.314
C 0.170 2.753 -3.814
C 1.330 1.869 -4.274
C 1.491 0.538 -3.556
N 0.226 -0.250 -3.526
H -1.872 2.914 -2.003
H -0.999 2.651 -0.659
H 1.036 2.663 -1.814
H 0.160 4.146 -2.143
H 0.213 3.680 -4.386
H -0.785 2.291 -4.084
H 2.270 2.413 -4.153
H 1.231 1.692 -5.349
H 1.802 0.671 -2.519
H 2.272 -0.036 -4.057
H 0.461 -1.227 -3.360
H -0.215 -0.231 -4.442
F 4.406 0.875 2.215
C 3.276 0.166 2.433
C 2.312 0.166 1.449
C 1.152 -0.602 1.594
C 0.150 -0.621 0.601
O 0.239 0.107 -0.535
C -1.020 -1.377 0.830
C -1.175 -2.113 1.951
N -0.180 -2.168 2.915
C -0.449 -3.105 3.995
C 0.551 -3.952 4.714
C -0.221 -2.875 5.455
C 0.974 -1.386 2.783
C 1.950 -1.309 3.761
C 3.122 -0.546 3.606
N 4.079 -0.587 4.666
C 4.833 0.618 4.984
C 5.633 0.355 6.271
N 5.003 -0.806 6.984
C 5.195 -2.083 6.203
C 4.938 -1.765 4.723
C -1.950 -1.168 -0.312
O -2.636 -0.096 -0.351
O -1.696 -1.768 -1.407
H 2.467 0.744 0.550
H -2.059 -2.696 2.149
H -1.370 -3.622 3.772
H 1.602 -3.797 4.526
H 0.280 -4.984 4.882
H 0.302 -1.985 5.772
H -1.012 -3.184 6.123
H 1.842 -1.816 4.704
H 4.129 1.439 5.125
H 5.541 0.915 4.206
H 5.642 1.210 6.942
H 6.661 0.059 6.068
H 3.997 -0.631 7.041
H 5.368 -0.903 7.930
H 4.482 -2.801 6.603
H 6.207 -2.433 6.397
H 4.439 -2.608 4.252
H 5.884 -1.605 4.189
N -2.784 0.493 -3.332
C -3.610 0.622 -4.139
N -4.544 0.744 -5.022
C -5.916 0.259 -4.731
C -6.911 1.399 -4.896
C -6.617 2.240 -6.158
C -5.594 1.569 -7.069
C -4.273 1.368 -6.343
H -5.917 -0.147 -3.722
H -6.124 -0.564 -5.416
H -6.883 2.030 -4.007
H -7.910 0.966 -4.938
H -6.238 3.223 -5.868
H -7.536 2.422 -6.713
H -5.401 2.178 -7.953
H -5.968 0.611 -7.435
H -3.787 2.330 -6.169
H -3.595 0.727 -6.909
*
```



Molecular formula: C27H40IrN2O6P
Method: DFT, wB97M-V/def2-TZVPD

The strongest force on any atom is 0.627 eV Å⁻¹. Its gap between HOMO and LUMO (alpha / beta) is 7.4 / 4.7 eV. Its HOMO energy (alpha / beta) is -7.739 / -7.732 eV. As for the LUMO energy (alpha / beta): -0.334 / -3.071 eV.

The geometry in ORCA input format:
```
! wB97M-V def2-TZVPD RIJCOSX def2/J DEFGRID3
* xyz 0 5
Ir 1.074 -1.071 0.004
N 2.019 -2.544 1.519
C 1.142 -3.702 1.716
C 0.283 -3.951 0.475
O -0.404 -4.941 0.411
O 0.349 -3.022 -0.443
H 2.877 -2.781 1.029
H 2.296 -2.110 2.392
H 0.463 -3.493 2.544
H 1.687 -4.614 1.956
O 1.652 -0.316 -6.916
C 2.626 -0.242 -6.157
O 3.810 0.092 -6.334
C 2.313 -0.633 -4.687
C 1.131 -1.304 -4.387
C 0.821 -1.573 -3.073
N 1.622 -1.163 -2.080
C 2.792 -0.561 -2.355
C 3.178 -0.295 -3.649
C 3.631 -0.184 -1.154
O 4.704 0.347 -1.282
O 3.086 -0.481 0.012
H 0.470 -1.573 -5.200
H -0.075 -2.100 -2.771
H 4.122 0.186 -3.865
C 1.814 2.949 -2.194
C 0.452 2.777 -2.873
C -0.429 1.751 -2.160
C -0.671 2.114 -0.663
C 0.268 3.241 -0.227
C 1.704 2.961 -0.655
P -0.726 0.548 0.347
C -2.347 -0.094 -0.309
C -3.592 0.663 0.196
C -4.237 0.070 1.448
C -4.447 -1.440 1.338
C -3.169 -2.177 0.945
C -2.592 -1.607 -0.343
C -0.724 0.976 2.143
C 0.631 1.631 2.548
C 1.549 0.666 3.288
C 0.934 0.187 4.604
C -0.590 0.048 4.479
C -0.998 -0.245 3.039
H 2.271 3.875 -2.545
H 2.483 2.149 -2.512
H 0.592 2.462 -3.908
H -0.074 3.734 -2.916
H 0.049 0.773 -2.245
H -1.383 1.670 -2.683
H -1.696 2.481 -0.549
H 0.173 3.454 0.836
H -0.077 4.148 -0.730
H 2.028 1.995 -0.250
H 2.380 3.703 -0.228
H -2.201 0.201 -1.353
H -4.324 0.628 -0.617
H -3.379 1.722 0.358
H -5.198 0.564 1.608
H -3.636 0.307 2.328
H -5.206 -1.633 0.572
H -4.846 -1.831 2.275
H -3.370 -3.240 0.804
H -2.429 -2.117 1.746
H -3.323 -1.774 -1.142
H -1.691 -2.143 -0.636
H -1.532 1.703 2.286
H 0.422 2.495 3.183
H 1.170 2.008 1.684
H 2.517 1.138 3.456
H 1.752 -0.177 2.621
H 1.177 0.889 5.403
H 1.376 -0.770 4.895
H -1.082 0.972 4.797
H -0.960 -0.737 5.139
H -2.046 -0.522 2.998
H -0.439 -1.116 2.670
*
```